A single C6H8N2O molecule, computed with the ωB97M-V functional and the def2-TZVPD basis.

```
17
Properties=species:S:1:pos:R:3:forces:R:3
H -3.1614 0.5767 -1.0298 0.19 0.17 -0.04
C 0.6794 1.2288 0.0238 -1.11 0.65 0.10
N 1.0060 -0.1116 -0.0088 1.29 0.68 0.01
C 2.2618 -0.7037 0.0217 -0.62 0.42 0.32
C -2.5885 -0.2821 -0.7014 1.19 0.90 -0.97
H 4.1420 -0.5351 0.0612 0.27 -0.28 0.08
H -2.5700 -1.0336 -1.4700 -0.13 -0.71 0.29
C -2.5117 -0.4776 0.7531 1.44 -0.58 0.80
O -0.1625 -0.8458 -0.1400 0.22 -1.82 -0.29
H 2.2132 -1.7871 0.1803 -0.04 0.19 -0.28
H -2.4430 -1.4999 1.1450 0.02 0.42 -0.17
H -1.1880 2.3363 0.1437 0.08 -0.40 -0.15
C -0.6611 1.3926 0.0353 1.21 -0.23 0.41
H 1.4518 1.9757 0.0781 0.15 -0.14 -0.05
C -1.2379 0.0286 0.0023 -3.15 0.81 0.12
N 3.3130 0.0262 -0.0203 -0.96 -0.12 -0.13
H -3.0296 0.2120 1.4058 -0.05 0.04 -0.05
```
Forces are in eV/Å.

Results
Energy relative to the best compared isomer or geometry (same formula, charge and spin), kJ/mol: 374.29
HOMO level, eV: -7.23
Energy, hartree: -418.0407
Spin multiplicity: 1
Orbital gap, eV: 8.328
Lowest unoccupied orbital energy, eV: 1.096